DFT (ωB97M-V/def2-TZVPD) results for an isolated molecule of C19H27N3O2S in a non-equilibrium geometry.

Each line ends with the natural charge from an NBO analysis.
Cartesian coordinates (Å):
C: 1.153 -1.239 3.615  -0.6340
C: 0.576 -0.950 2.238  -0.0801
H: 0.740 0.100 1.971  0.1954
H: 1.017 -1.601 1.480  0.1962
O: -0.826 -1.220 2.184  -0.5128
C: -1.652 -0.264 2.612  0.8112
O: -1.289 0.787 3.073  -0.6150
C: -3.094 -0.654 2.373  -0.4939
H: -3.706 -0.298 3.201  0.2365
H: -3.156 -1.738 2.307  0.2238
C: -3.568 0.001 1.059  -0.4108
C: -2.544 -0.199 -0.026  -0.1023
C: -2.410 -1.426 -0.680  0.1073
C: -1.349 -1.593 -1.581  -0.2149
C: -0.449 -0.530 -1.761  0.1058
N: -0.625 0.638 -1.176  -0.4974
C: -1.644 0.827 -0.351  0.2850
C: -1.753 2.218 0.193  -0.6710
H: -1.597 2.229 1.271  0.2529
H: -2.734 2.638 -0.020  0.2214
H: -0.996 2.839 -0.278  0.2357
S: 0.948 -0.730 -2.803  0.2810
C: 1.896 0.755 -2.354  -0.5247
H: 2.602 0.928 -3.164  0.2334
H: 1.186 1.576 -2.289  0.2486
C: 2.619 0.536 -1.031  -0.2190
N: 3.277 1.742 -0.596  -0.4481
C: 4.262 1.529 0.453  -0.2098
H: 3.898 0.828 1.225  0.1540
C: 4.444 2.918 1.049  -0.4057
H: 5.041 3.530 0.373  0.2046
H: 4.920 2.897 2.027  0.2121
C: 3.006 3.429 1.094  -0.4131
H: 2.946 4.516 1.084  0.2145
H: 2.510 3.068 1.996  0.2017
C: 2.367 2.800 -0.152  -0.2307
H: 1.371 2.399 0.074  0.1865
H: 2.266 3.533 -0.958  0.1911
H: 5.178 1.123 0.020  0.2009
H: 3.378 -0.241 -1.163  0.2039
H: 1.888 0.175 -0.283  0.1658
C: -1.152 -2.806 -2.271  0.2603
N: -0.989 -3.796 -2.827  -0.2973
C: -3.342 -2.572 -0.446  -0.6539
H: -3.278 -3.286 -1.263  0.2425
H: -3.070 -3.091 0.473  0.2343
H: -4.372 -2.233 -0.354  0.2238
H: -4.528 -0.434 0.775  0.2225
H: -3.719 1.065 1.235  0.2289
H: 2.228 -1.080 3.600  0.2180
H: 0.951 -2.269 3.898  0.2121
H: 0.708 -0.574 4.351  0.2231

Force components x, y, z for each atom (eV/Å):
-0.32 0.05 -0.25
0.51 0.24 0.12
0.01 -0.18 -0.06
-0.07 0.12 0.05
-0.12 -0.38 0.01
-0.31 -0.12 0.15
0.06 0.13 0.09
0.05 0.12 0.03
0.06 -0.06 0.03
-0.05 0.01 0.03
0.08 -0.09 0.00
-0.03 0.07 -0.29
0.17 0.13 -0.19
-0.04 1.03 0.55
-0.06 -0.09 -0.01
0.24 0.06 -0.16
-0.27 -0.22 0.11
-0.04 0.07 0.09
-0.05 0.07 0.05
-0.08 0.08 0.04
-0.01 -0.01 -0.02
0.25 0.00 -0.21
-0.23 -0.38 0.12
0.00 0.01 -0.04
0.12 0.06 -0.06
0.01 0.03 -0.12
0.12 -0.08 0.09
0.20 0.04 -0.01
0.02 0.00 0.01
-0.04 -0.16 0.04
0.08 0.01 -0.01
0.06 0.03 0.01
0.06 -0.02 -0.08
-0.06 0.03 0.06
-0.01 0.02 0.02
-0.20 0.29 -0.16
-0.01 0.00 -0.05
-0.18 0.01 0.10
0.00 -0.06 0.10
-0.09 -0.02 0.01
0.11 0.02 -0.05
0.08 -0.49 -0.23
0.04 -0.29 -0.18
-0.02 0.01 0.00
-0.08 -0.04 0.04
-0.02 -0.07 0.06
-0.05 -0.02 0.02
-0.02 0.09 0.04
-0.06 -0.04 -0.02
0.13 0.01 0.02
0.03 -0.10 0.04
0.02 0.04 0.07

The LUMO energy comes out at 0.378 eV. For the energy relative to the best compared isomer or geometry (same formula, charge and spin), the calculation gives 43.6 kcal/mol. For the total energy, the calculation gives -39542.391 eV. As for the charge: 0. The calculation puts the frontier orbital gap at 8.728 eV.